1.
{"formula": "C5H9N2O3P", "method": "ωB97M-V/def2-TZVPD", "homo_lumo_gap_ev": 9.11, "largest_force_ev_per_a": 4.05, "e_above_lowest_kcal_mol": 94.83, "homo_ev": -9.58, "species": ["C", "C", "C", "C", "C", "N", "N", "O", "O", "O", "P", "H", "H", "H", "H", "H", "H", "H", "H", "H"], "positions_angstrom": [[1.322, -1.454, 0.401], [0.287, -0.317, 0.586], [0.673, 0.498, -0.638], [-1.696, -1.466, -0.088], [0.309, 1.924, -0.585], [2.533, -1.258, 1.045], [2.090, 0.419, -0.668], [1.059, -2.466, -0.177], [0.859, 2.545, 0.634], [-0.983, -0.693, 0.869], [3.308, -0.016, 0.098], [0.665, 0.254, 1.520], [0.252, 0.037, -1.493], [-1.119, -1.527, -1.010], [-2.665, -1.062, -0.334], [-1.885, -2.490, 0.201], [-0.800, 2.054, -0.355], [0.700, 2.634, -1.431], [2.977, -2.090, 1.160], [1.743, 2.348, 0.781]]}

---

2.
{"formula": "C5H9N2OP2", "method": "ωB97M-V/def2-TZVPD", "homo_lumo_gap_ev": 8.20, "largest_force_ev_per_a": 6.34, "charge": 1, "homo_ev": -12.62, "species": ["N", "P", "O", "P", "C", "C", "C", "C", "C", "N", "H", "H", "H", "H", "H", "H", "H", "H", "H"], "positions_angstrom": [[-2.212, -1.163, -3.432], [-2.012, -0.353, -1.849], [-2.436, 1.316, -2.125], [0.165, -0.488, -1.429], [0.536, -0.078, 0.443], [2.118, -0.052, 0.811], [2.476, 0.348, 2.396], [1.086, 0.639, 3.260], [-0.436, 0.515, 2.697], [-0.680, 0.152, 1.269], [-3.216, -1.454, -3.465], [-1.561, -1.984, -3.399], [-1.689, 1.903, -1.764], [0.739, -1.742, -1.845], [0.758, 0.598, -2.201], [2.971, -0.262, 0.023], [3.561, 0.411, 2.827], [1.213, 0.961, 4.397], [-1.383, 0.733, 3.384]]}

---

3.
{"formula": "C5H9N2OS", "method": "ωB97M-V/def2-TZVPD", "homo_lumo_gap_ev": 7.70, "largest_force_ev_per_a": 4.60, "e_above_lowest_kcal_mol": 63.67, "charge": 1, "homo_ev": -11.98, "species": ["C", "C", "C", "C", "C", "N", "N", "O", "S", "H", "H", "H", "H", "H", "H", "H", "H", "H"], "positions_angstrom": [[-0.218, 0.121, 1.571], [-1.552, -0.070, 1.972], [-0.063, 1.931, -2.445], [0.500, -0.564, 0.696], [0.051, -1.922, 0.076], [-1.102, 2.130, -2.948], [1.703, 0.059, 0.196], [0.907, 1.310, -1.955], [-2.465, -1.418, 2.205], [0.254, 1.012, 1.963], [-2.113, 0.863, 2.251], [-0.976, -2.078, 0.364], [0.447, -2.794, 0.470], [0.270, -1.933, -0.955], [-1.684, 2.583, -3.638], [2.534, -0.652, -0.077], [2.044, 0.712, 1.007], [1.463, 0.709, -0.754]]}